[1]
{
  "formula": "C20H55N5O5",
  "method": "ωB97M-V/def2-TZVPD",
  "max_force_ev_per_a": 2.9,
  "total_charge": -1,
  "spin_multiplicity": 2,
  "e_lumo_ev": [2.569, 2.512],
  "e_homo_ev": [0.95, -6.64],
  "s_squared": 0.750,
  "relative_energy_kcal_mol": 3.9,
  "gap_ev": [1.62, 9.15],
  "species": ["C", "C", "C", "O", "C", "N", "H", "H", "H", "H", "H", "H", "H", "H", "H", "H", "H", "C", "C", "C", "O", "C", "N", "H", "H", "H", "H", "H", "H", "H", "H", "H", "H", "H", "C", "C", "C", "O", "C", "N", "H", "H", "H", "H", "H", "H", "H", "H", "H", "H", "H", "C", "C", "C", "O", "C", "N", "H", "H", "H", "H", "H", "H", "H", "H", "H", "H", "H", "C", "C", "C", "O", "C", "N", "H", "H", "H", "H", "H", "H", "H", "H", "H", "H", "H"],
  "positions_angstrom": [[-2.66, 9.66, -12.69], [-2.24, 9.57, -11.27], [-2.14, 8.08, -10.83], [-3.45, 7.52, -11.06], [-3.52, 6.14, -11.05], [-0.89, 10.06, -11.33], [-2.02, 9.07, -13.35], [-2.75, 10.66, -13.11], [-3.62, 9.16, -12.85], [-2.84, 10.13, -10.55], [-1.96, 8.03, -9.75], [-1.28, 7.62, -11.32], [-4.49, 5.67, -11.21], [-3.21, 5.82, -10.06], [-2.89, 5.70, -11.82], [-0.96, 11.02, -11.02], [-0.34, 9.57, -10.64], [-3.47, 12.32, -7.23], [-2.34, 12.03, -8.18], [-2.31, 12.87, -9.52], [-1.26, 12.68, -10.41], [-1.33, 13.33, -11.70], [-1.14, 12.32, -7.44], [-4.48, 12.01, -7.51], [-3.57, 13.40, -7.26], [-3.33, 11.97, -6.21], [-2.36, 10.97, -8.40], [-2.43, 13.94, -9.39], [-3.14, 12.41, -10.06], [-1.46, 14.41, -11.69], [-2.06, 12.86, -12.36], [-0.33, 13.17, -12.10], [-1.17, 13.29, -7.16], [-0.27, 12.29, -7.94], [-6.67, 11.89, -13.09], [-5.49, 12.27, -13.91], [-5.80, 12.38, -15.36], [-4.63, 12.42, -16.17], [-4.87, 12.52, -17.58], [-4.80, 13.45, -13.42], [-7.32, 12.74, -12.91], [-6.38, 11.50, -12.12], [-7.34, 11.11, -13.47], [-4.91, 11.36, -13.77], [-6.21, 13.39, -15.44], [-6.54, 11.71, -15.78], [-3.96, 12.50, -18.19], [-5.29, 13.50, -17.81], [-5.64, 11.83, -17.92], [-3.89, 13.59, -13.83], [-4.65, 13.09, -12.49], [-2.39, 8.59, -17.18], [-1.06, 8.07, -16.64], [-1.24, 6.76, -15.80], [-0.08, 6.28, -15.18], [-0.40, 5.28, -14.30], [-0.27, 7.80, -17.83], [-3.09, 7.81, -17.47], [-2.54, 9.33, -17.97], [-2.85, 9.06, -16.31], [-0.57, 8.81, -16.02], [-1.63, 5.95, -16.42], [-1.93, 7.10, -15.04], [-0.82, 5.59, -13.35], [0.43, 4.59, -14.15], [-1.19, 4.67, -14.75], [-0.82, 7.06, -18.24], [0.60, 7.35, -17.59], [6.44, 6.50, -10.20], [5.03, 6.15, -9.72], [3.86, 6.68, -10.54], [3.98, 8.13, -10.75], [2.77, 8.59, -11.32], [4.93, 4.70, -9.57], [7.19, 6.23, -9.46], [6.62, 7.46, -10.69], [6.70, 5.84, -11.02], [4.94, 6.45, -8.68], [2.92, 6.37, -10.09], [3.83, 6.10, -11.46], [1.92, 8.56, -10.64], [2.63, 8.05, -12.25], [2.93, 9.61, -11.67], [5.64, 4.36, -8.94], [3.99, 4.45, -9.28]],
  "mulliken_charge": [-1.74, 2.46, -1.96, 0.39, -1.34, -0.74, 0.22, 0.12, 0.41, -0.34, 0.60, 0.27, 0.37, 0.38, 0.00, 0.48, 0.23, -1.76, 0.74, -0.72, -0.08, -0.86, -0.83, 0.47, 0.36, 0.40, 0.06, 0.38, 0.09, 0.38, -0.09, 0.36, 0.34, 0.29, -2.20, 2.22, -1.18, -0.17, -0.99, -0.99, 0.45, 0.33, 0.47, -0.28, 0.39, 0.38, 0.28, 0.34, 0.34, 0.35, 0.24, -1.40, 0.39, -0.54, -0.02, -1.07, -0.80, 0.33, 0.46, 0.20, 0.34, 0.35, 0.21, 0.06, 0.38, 0.39, 0.35, 0.28, -1.49, 0.73, -1.17, -0.12, -0.77, -0.66, 0.37, 0.32, 0.38, 0.04, 0.40, 0.16, 0.44, 0.25, 0.34, 0.25, 0.29]
}



[2]
{
  "formula": "C6H15NO3Si",
  "method": "ωB97M-V/def2-TZVPD",
  "max_force_ev_per_a": 2.9,
  "e_lumo_ev": 0.558,
  "e_homo_ev": -8.58,
  "relative_energy_kcal_mol": 35.5,
  "gap_ev": 9.14,
  "species": ["C", "C", "C", "C", "C", "C", "N", "O", "O", "O", "Si", "H", "H", "H", "H", "H", "H", "H", "H", "H", "H", "H", "H", "H", "H", "H"],
  "positions_angstrom": [[2.01, -0.20, 0.55], [-0.95, 0.19, 2.16], [-2.37, 0.70, -0.66], [-1.07, -2.16, 0.05], [1.06, 1.69, -0.82], [1.24, 0.20, -0.60], [1.44, -0.66, -1.76], [2.50, -1.46, 0.50], [2.15, 0.50, 1.54], [0.37, 2.25, 0.28], [-1.08, -0.28, 0.33], [0.09, 0.17, 2.48], [-1.31, 1.20, 2.34], [-1.50, -0.49, 2.80], [-2.16, 1.76, -0.61], [-2.43, 0.40, -1.70], [-3.36, 0.55, -0.22], [-1.94, -2.63, 0.50], [-1.06, -2.43, -1.01], [-0.19, -2.60, 0.51], [0.45, 1.87, -1.71], [2.03, 2.19, -0.96], [2.27, -1.81, -0.38], [0.65, -0.60, -2.39], [2.26, -0.38, -2.29], [0.91, 2.02, 1.05]],
  "mulliken_charge": [0.04, -1.09, -1.08, -1.12, -0.79, 0.86, -0.74, -0.57, -0.68, -0.53, 0.62, 0.38, 0.28, 0.41, 0.32, 0.32, 0.38, 0.41, 0.33, 0.31, 0.29, 0.36, 0.42, 0.30, 0.21, 0.35]
}



[3]
{
  "formula": "C5H7NO5",
  "method": "ωB97M-V/def2-TZVPD",
  "max_force_ev_per_a": 6.8,
  "spin_multiplicity": 3,
  "e_lumo_ev": [0.368, -3.083],
  "e_homo_ev": [-5.89, -9.35],
  "s_squared": 2.034,
  "relative_energy_kcal_mol": 118.5,
  "gap_ev": [6.26, 6.27],
  "species": ["C", "C", "C", "C", "C", "N", "O", "O", "O", "O", "O", "H", "H", "H", "H", "H", "H", "H"],
  "positions_angstrom": [[-0.25, -0.13, -0.66], [-1.42, 0.31, -1.01], [0.19, -0.14, 1.59], [-1.93, 0.28, -2.34], [2.34, -0.02, 2.52], [0.76, -0.72, -1.44], [0.94, -0.31, -2.57], [-0.68, -0.25, 2.36], [1.38, -1.66, -0.91], [-2.27, 0.89, -0.16], [1.42, 0.03, 1.43], [-1.27, 1.04, -2.75], [-2.98, 0.56, -2.27], [-1.70, -0.54, -2.99], [2.05, -0.88, 3.28], [2.15, 0.85, 3.09], [3.23, -0.04, 2.00], [-1.97, 0.74, 0.84]],
  "mulliken_charge": [-0.40, 1.14, 0.53, -1.30, -0.68, 0.88, -0.63, -0.46, -0.63, -0.47, -0.19, 0.32, 0.36, 0.36, 0.28, 0.33, 0.25, 0.32]
}



[4]
{
  "formula": "C16H21GeN3OOsS2",
  "method": "ωB97M-V/def2-TZVPD",
  "max_force_ev_per_a": 1.8,
  "e_lumo_ev": [-1.900, -1.986],
  "e_homo_ev": [-7.85, -7.76],
  "relative_energy_kcal_mol": 29.6,
  "gap_ev": [5.95, 5.78],
  "species": ["Os", "S", "C", "C", "N", "C", "S", "C", "N", "O", "C", "C", "C", "C", "C", "C", "C", "C", "N", "H", "H", "H", "H", "H", "H", "H", "H", "H", "H", "H", "C", "Ge", "C", "C", "C", "H", "H", "H", "H", "H", "H", "H", "H", "H", "H"],
  "positions_angstrom": [[0.40, -0.39, 0.65], [0.56, -0.30, 2.91], [-0.01, -1.86, 3.40], [0.22, -2.28, 4.75], [0.41, -2.59, 5.84], [-0.73, -2.62, 2.53], [-1.11, -2.03, 0.93], [-1.27, -3.89, 2.89], [-1.73, -4.92, 3.15], [1.82, -2.17, 0.50], [2.97, -2.04, -0.37], [2.73, -2.54, -1.78], [1.43, -2.04, -2.43], [1.25, -0.55, -2.37], [1.78, 0.33, -3.27], [1.75, 1.75, -3.02], [0.97, 2.25, -2.04], [0.07, 1.32, -1.30], [0.59, -0.05, -1.29], [1.43, -3.05, 0.45], [3.81, -2.56, 0.09], [3.19, -0.97, -0.37], [2.71, -3.64, -1.78], [3.59, -2.24, -2.38], [0.57, -2.50, -1.94], [1.42, -2.36, -3.47], [2.33, -0.06, -4.12], [2.36, 2.40, -3.62], [0.92, 3.31, -1.83], [-0.89, 1.28, -1.85], [-2.14, 4.05, 0.09], [-2.00, 2.18, 0.67], [-2.28, 2.04, 2.59], [-3.29, 1.11, -0.32], [-0.22, 1.51, 0.21], [-3.15, 4.43, 0.27], [-1.93, 4.13, -0.98], [-1.44, 4.68, 0.63], [-3.13, 2.65, 2.89], [-1.40, 2.38, 3.13], [-2.47, 1.00, 2.87], [-4.27, 1.14, 0.16], [-2.97, 0.07, -0.36], [-3.41, 1.48, -1.34], [0.55, 2.15, 0.67]],
  "mulliken_charge": [1.30, -0.26, 0.64, -0.12, -0.44, 0.35, -0.44, -0.12, -0.43, -0.50, -0.76, -0.49, -1.01, 0.26, -0.44, -0.50, -0.94, 0.09, -0.17, 0.31, 0.33, 0.34, 0.34, 0.40, 0.22, 0.46, 0.44, 0.43, 0.42, 0.12, -1.26, 0.62, -1.21, -1.20, -0.57, 0.38, 0.38, 0.36, 0.38, 0.37, 0.32, 0.42, 0.27, 0.36, 0.53]
}



[5]
{
  "formula": "C3H7FO2Ru",
  "method": "ωB97M-V/def2-TZVPD",
  "max_force_ev_per_a": 4.5,
  "spin_multiplicity": 7,
  "e_lumo_ev": [0.316, -2.975],
  "e_homo_ev": [-6.56, -8.94],
  "s_squared": 12.013,
  "gap_ev": [6.88, 5.96],
  "species": ["Ru", "O", "C", "C", "O", "C", "H", "H", "H", "H", "H", "H", "H", "F"],
  "positions_angstrom": [[2.03, 0.56, 0.00], [1.87, -1.16, 0.83], [0.56, -1.45, 1.17], [-0.42, -0.91, 0.13], [-0.06, 0.45, -0.11], [-0.93, 1.15, -0.98], [0.28, -1.01, 2.15], [0.37, -2.54, 1.25], [-1.46, -0.96, 0.49], [-0.34, -1.46, -0.82], [-0.57, 2.18, -1.06], [-0.94, 0.67, -1.98], [-1.95, 1.14, -0.57], [1.55, 3.32, -0.49]],
  "mulliken_charge": [0.74, -0.58, -0.19, -0.42, -0.30, -0.70, 0.30, 0.32, 0.35, 0.33, 0.27, 0.31, 0.27, -0.67]
}



[6]
{
  "formula": "C4H6O2",
  "method": "ωB97M-V/def2-TZVPD",
  "max_force_ev_per_a": 0.5,
  "e_lumo_ev": [-0.772, -0.771],
  "e_homo_ev": [-9.21, -9.21],
  "relative_energy_kcal_mol": 113.1,
  "gap_ev": [8.44, 8.44],
  "species": ["O", "C", "C", "C", "O", "C", "H", "H", "H", "H", "H", "H"],
  "positions_angstrom": [[-1.08, 0.18, -1.57], [-0.64, 0.40, -0.27], [-0.21, -0.91, 0.45], [0.53, -0.66, 1.69], [1.38, 1.18, -1.23], [0.63, 1.23, -0.28], [-0.31, 0.35, -2.14], [-1.43, 0.90, 0.32], [-1.11, -1.40, 0.90], [0.19, -1.62, -0.29], [1.16, -1.54, 1.90], [0.88, 1.79, 0.64]],
  "mulliken_charge": [-0.56, 0.09, -0.53, -0.38, -0.52, -0.09, 0.37, 0.29, 0.34, 0.32, 0.17, 0.49]
}